Computed, not measured: C12H14BrN4NiOS2 as an isolated structure, with ωB97M-V/def2-TZVPD.

XYZ file:
```
35
Properties=species:S:1:pos:R:3:lowdin_charge:R:1
Ni -0.079 0.063 -0.274 0.034
O 1.379 0.311 -1.398 -0.267
N 2.143 1.403 -1.199 -0.157
C 3.199 1.576 -2.025 -0.001
C 4.013 2.660 -1.882 -0.032
C 3.737 3.579 -0.862 -0.037
C 2.665 3.374 -0.034 -0.057
C 1.839 2.252 -0.203 -0.604
S 0.486 1.882 0.779 0.823
H 3.327 0.802 -2.766 0.141
H 4.852 2.786 -2.550 0.118
H 4.369 4.446 -0.726 0.121
H 2.426 4.058 0.767 0.119
C -1.724 -1.623 4.426 -0.028
C -2.145 -0.982 3.135 -0.225
C -3.457 -0.585 2.885 0.013
C -3.795 0.004 1.681 -0.067
C -2.801 0.189 0.738 -0.734
Br -3.189 0.964 -0.925 0.828
N -1.544 -0.175 0.957 -0.176
C -1.224 -0.750 2.130 -0.079
H -2.579 -1.773 5.082 0.084
H -1.000 -0.999 4.951 0.093
H -1.259 -2.592 4.246 0.092
H -4.220 -0.739 3.638 0.129
H -4.805 0.318 1.464 0.114
H -0.184 -1.025 2.252 0.133
N 0.739 -1.583 -3.289 0.138
C -0.169 -2.309 -2.655 -0.819
N -0.683 -3.380 -3.265 0.110
S -0.737 -1.952 -1.082 0.784
H 1.028 -1.810 -4.225 0.126
H 1.156 -0.794 -2.803 0.060
H -0.383 -3.673 -4.179 0.121
H -1.381 -3.925 -2.790 0.103
```

The value obtained for the calculated total energy is -5638.48957 Eh. Its net charge is +1. For the HOMO energy (spin up / spin down), the calculation gives -11.16 / -11.15 eV. As for the lowest unoccupied orbital energy (spin up / spin down): -2.70 / -2.70 eV. The calculation puts the energy above the lowest of the compared OMol25 structures with the same formula, charge and spin at 0.0 kcal per mole.

=====

Computed, not measured: a 7-piece molecular cluster, C22H25Cl8F15O10 overall in a non-equilibrium geometry, with ωB97M-V/def2-TZVPD.

XYZ file:
```
80
Properties=species:S:1:pos:R:3:lowdin_charge:R:1
C 20.032 -20.746 5.723 -0.033
C 20.470 -22.142 5.216 -0.157
O 21.223 -22.925 6.184 0.065
C 20.578 -23.642 7.017 -0.428
O 19.371 -23.839 7.093 0.140
C 21.537 -24.299 8.036 -0.508
F 20.820 -25.126 8.764 0.181
F 22.498 -24.967 7.378 0.165
F 22.080 -23.361 8.910 0.120
H 19.343 -20.869 6.600 0.100
H 19.457 -20.387 4.900 0.051
H 20.871 -20.074 5.892 0.081
H 21.030 -22.092 4.341 0.098
H 19.624 -22.759 4.851 0.134
C 9.202 -18.174 6.857 -0.046
C 9.156 -16.657 6.764 -0.160
O 10.443 -16.072 6.349 0.033
C 11.322 -15.883 7.320 -0.383
O 11.331 -16.221 8.503 0.132
C 12.544 -15.215 6.655 -0.545
F 12.276 -14.046 6.105 0.181
F 13.558 -14.987 7.518 0.155
F 12.851 -16.088 5.681 0.151
H 9.907 -18.482 7.607 0.064
H 9.440 -18.668 5.933 0.073
H 8.160 -18.457 7.198 0.106
H 9.012 -16.242 7.745 0.111
H 8.379 -16.266 6.145 0.116
C 10.835 -16.157 14.791 -0.054
C 10.583 -17.633 14.983 -0.193
O 10.686 -18.432 13.776 0.049
C 11.879 -18.715 13.334 -0.381
O 12.938 -18.338 13.828 0.122
C 11.935 -19.419 11.939 -0.552
F 13.042 -20.100 11.739 0.194
F 10.928 -20.291 11.752 0.152
F 11.779 -18.407 11.077 0.166
H 11.937 -16.036 14.668 0.091
H 10.540 -15.663 15.726 0.090
H 10.298 -15.821 13.955 0.065
H 9.585 -17.769 15.344 0.114
H 11.264 -18.065 15.734 0.133
C 15.459 -16.481 11.219 -0.058
C 15.933 -16.748 9.845 -0.187
O 17.324 -17.198 9.809 0.051
C 17.941 -16.872 8.676 -0.360
O 17.474 -16.311 7.684 0.123
C 19.431 -17.260 8.804 -0.519
F 19.903 -17.736 7.664 0.163
F 20.206 -16.180 9.050 0.152
F 19.623 -18.182 9.788 0.146
H 16.017 -15.707 11.691 0.073
H 15.376 -17.313 11.890 0.075
H 14.435 -16.088 11.140 0.095
H 15.865 -15.827 9.282 0.115
H 15.299 -17.504 9.380 0.132
C 16.606 -19.338 3.673 -0.069
C 16.397 -19.125 5.112 -0.152
O 15.009 -19.578 5.392 0.084
C 14.857 -19.950 6.605 -0.406
O 15.660 -20.185 7.525 0.126
C 13.345 -20.121 6.852 -0.557
F 13.105 -21.017 7.755 0.210
F 12.881 -18.898 7.249 0.131
F 12.596 -20.440 5.789 0.160
H 15.848 -18.868 3.035 0.091
H 16.529 -20.396 3.400 0.096
H 17.480 -18.923 3.301 0.057
H 16.417 -18.062 5.298 0.132
H 17.166 -19.572 5.702 0.101
Cl 13.884 -13.337 -0.062 0.538
C 13.104 -14.851 0.286 -2.044
Cl 11.451 -14.785 -0.365 0.516
Cl 14.010 -16.244 -0.349 0.504
Cl 12.965 -15.072 2.055 0.489
Cl 16.537 -14.266 2.045 0.529
C 17.935 -14.530 1.062 -2.104
Cl 19.293 -15.100 1.980 0.547
Cl 17.579 -15.809 -0.130 0.488
Cl 18.324 -13.009 0.284 0.541
```

The value obtained for the calculated total energy is -6785.23821 Eh. Its SMILES is CCOC(=O)C(F)(F)F.CCOC(=O)C(F)(F)F.CCOC(=O)C(F)(F)F.CCOC(=O)C(F)(F)F.CCOC(=O)C(F)(F)F.ClC(Cl)(Cl)Cl.ClC(Cl)(Cl)Cl. Its net charge is 0. For the HOMO energy, the calculation gives -11.08 eV. As for the lowest unoccupied orbital energy: 0.09 eV.